{"formula": "C2H8N2OS2", "method": "ωB97M-V/def2-TZVPD", "homo_lumo_gap_ev": [8.2338, 8.2345], "lumo_ev": [-1.26, -1.26], "charge": 0, "energy_ha": -1062.04373, "spin_multiplicity": 1, "homo_ha": [-0.3489, -0.3489], "species": ["C", "C", "N", "N", "O", "S", "S", "H", "H", "H", "H", "H", "H", "H", "H"], "positions_angstrom": [[-0.920, 1.953, -0.951], [1.039, 2.445, 0.239], [-0.263, -4.066, -0.206], [0.257, 1.646, -0.284], [2.004, -0.545, 0.601], [-0.279, -0.196, 2.055], [0.565, -0.802, 0.484], [-1.177, 3.089, -0.850], [-0.791, 1.632, -1.958], [-1.731, 1.303, -0.712], [1.794, 2.057, 0.854], [0.740, 3.460, 0.422], [-1.080, -3.452, -0.291], [0.428, -3.637, 0.348], [-0.585, -4.885, 0.248]], "forces_ev_per_angstrom": [[-0.810, 2.747, -0.466], [-1.189, 0.776, 1.079], [-1.283, 0.444, -1.441], [0.543, -2.176, -0.542], [-0.330, -0.705, -0.797], [-0.791, -0.676, 0.141], [1.191, 1.361, 1.149], [0.023, -1.906, -0.431], [0.315, 0.458, -1.286], [-0.707, -0.224, 1.132], [1.654, -0.563, 0.407], [0.107, 0.993, -0.392], [0.623, -0.196, 0.102], [0.833, 0.567, 0.815], [-0.178, -0.901, 0.530]], "nbo_charge": [-0.441, -0.032, -1.064, -0.407, -0.858, -0.317, 1.108, 0.170, 0.220, 0.219, 0.192, 0.144, 0.356, 0.352, 0.358]}